1.
The following is a DFT calculation (ωB97M-V/def2-TZVPD) of one molecule with the formula C6H7N at a distorted geometry.

Output
- Molecular weight: 93.13 g/mol
- Max |F|: 1.1 eV/Å
- ΔE to the lowest compared entry with this formula, charge and spin: 49.8 kcal/mol
- SMILES string: C=C=C(C)CC#N
- Orbital gap: 10.41 eV
- Electronic energy: -287.50793 Ha

Geometry as ORCA input:
```
! RIJCOSX wB97M-V def2-TZVPD def2/J DEFGRID3
* xyz 0 1
C 2.32724 -0.81106 0.72410
C 1.28690 -0.26369 0.16594
C 0.11381 0.22246 -0.13648
C -0.32252 1.60685 0.26679
C -0.86404 -0.70852 -0.82802
C -2.10759 -0.87700 -0.06954
N -3.08140 -1.00685 0.54112
H 2.17565 -0.99498 1.78257
H 3.28058 -1.01219 0.24480
H -0.62197 2.23026 -0.58164
H -1.18948 1.51778 0.93482
H 0.47363 2.11503 0.81842
H -1.11716 -0.33196 -1.82625
H -0.40109 -1.69161 -0.96012
*
```

Atomic partial charges in e from the Löwdin method, atoms 1 to 4: number 1, C, carries 0.023; number 2, C, carries -0.073; number 3, C, carries -0.310; number 4, C, carries -0.046

=====

2.
The following is a DFT calculation (ωB97M-V/def2-TZVPD) of C6H7N as an isolated structure at a distorted geometry.

Output
- Molecular weight: 93.13 g/mol
- Max |F|: 3.9 eV/Å
- ΔE to the lowest compared entry with this formula, charge and spin: 153.4 kcal/mol
- Orbital gap: 9.85 eV
- Electronic energy: -287.34274 Ha

Geometry as ORCA input:
```
! RIJCOSX wB97M-V def2-TZVPD def2/J DEFGRID3
* xyz 0 1
C 1.29556 0.50920 -0.01274
C 2.45074 1.14767 0.00488
C 1.70119 -1.04351 0.06434
C -0.16784 -0.23223 -0.04394
C -0.98478 0.19399 1.27896
C -0.90392 0.30240 -1.25016
N 0.55552 -1.52153 -0.05959
H 2.68893 -1.57822 -0.13664
H -1.00137 1.26665 1.10423
H -0.39170 -0.05834 2.28885
H -1.99379 -0.23467 1.14550
H -1.96507 0.20874 -0.92796
H -0.68916 -0.36577 -2.14136
H -0.59429 1.40561 -1.31437
*
```

Atomic partial charges in e from the Löwdin method, atoms 1 to 4: number 1, C, carries -0.275; number 2, C, carries 0.186; number 3, C, carries -0.137; number 4, C, carries -0.501

=====

3.
The following is a DFT calculation (ωB97M-V/def2-TZVPD) of one molecule with the formula C6H7N at a distorted geometry.

Output
- Molecular weight: 93.13 g/mol
- Max |F|: 5.5 eV/Å
- ΔE to the lowest compared entry with this formula, charge and spin: 85.0 kcal/mol
- SMILES string: CC1=C(C#N)[C@H]1C
- Orbital gap: 9.54 eV
- Electronic energy: -287.45180 Ha

Geometry as ORCA input:
```
! RIJCOSX wB97M-V def2-TZVPD def2/J DEFGRID3
* xyz 0 1
C 1.14761 0.83076 -1.53353
C 0.20775 0.15602 -0.67267
C -0.57066 -0.94346 -0.42870
C -0.97276 -2.16207 -0.88762
N -1.45281 -3.17441 -1.18910
C -0.66561 0.28425 0.45909
C -0.17239 0.19777 1.91520
H 2.21795 0.49875 -1.19612
H 1.14365 1.85508 -1.20357
H 0.88066 0.72955 -2.54605
H -1.48588 0.93666 0.24089
H -1.03187 0.37044 2.67882
H 0.32450 1.06805 2.31972
H 0.42987 -0.64739 2.04364
*
```

Atomic partial charges in e from the Löwdin method, atoms 1 to 4: number 1, C, carries -0.021; number 2, C, carries -0.167; number 3, C, carries -0.086; number 4, C, carries -0.195

=====

4.
The following is a DFT calculation (ωB97M-V/def2-TZVPD) of C6H7N as an isolated structure at a distorted geometry.

Output
- Molecular weight: 93.13 g/mol
- Max |F|: 8.6 eV/Å
- ΔE to the lowest compared entry with this formula, charge and spin: 117.1 kcal/mol
- Orbital gap: 9.49 eV
- Electronic energy: -287.40057 Ha

Geometry as ORCA input:
```
! RIJCOSX wB97M-V def2-TZVPD def2/J DEFGRID3
* xyz 0 1
C -3.15396 0.16863 0.14031
C -0.22352 -1.94816 0.08205
C -0.52273 -1.03386 -0.84817
C 0.39217 -0.82739 0.93591
C 0.03199 0.10580 -0.20617
C 0.23317 1.43411 -0.53497
N -3.92626 0.82485 -0.34096
H -0.59023 -2.97504 0.20844
H -1.00947 -1.14944 -1.80070
H -0.06112 -0.53771 1.98734
H 1.47422 -0.89603 1.06998
H 0.85213 2.26132 -0.02410
H -2.15332 -0.66881 0.61805
H -0.31973 1.81152 -1.34819
*
```

Atomic partial charges in e from the Löwdin method, atoms 1 to 4: number 1, C, carries -0.162; number 2, C, carries -0.041; number 3, C, carries -0.162; number 4, C, carries -0.158

=====

5.
The following is a DFT calculation (ωB97M-V/def2-TZVPD) of a 2-piece molecular cluster, C6H7N overall at a distorted geometry.

Output
- Molecular weight: 93.13 g/mol
- Max |F|: 1.2 eV/Å
- ΔE to the lowest compared entry with this formula, charge and spin: 56.1 kcal/mol
- SMILES string: N#CC1C=CC=C1.[H][H]
- Orbital gap: 9.98 eV
- Electronic energy: -287.49786 Ha

Geometry as ORCA input:
```
! RIJCOSX wB97M-V def2-TZVPD def2/J DEFGRID3
* xyz 0 1
N 0.84947 -2.56654 -1.52258
C 0.45765 -1.88046 -0.67744
C -0.05473 -1.04905 0.41931
C -1.42584 -0.46497 0.15737
C -1.37933 0.85847 0.36299
C -0.00836 1.25285 0.72343
C 0.78137 0.17145 0.73406
H -0.10022 -1.69025 1.31258
H -2.28337 -1.06820 -0.11444
H -2.21550 1.54540 0.28727
H 0.30427 2.27280 0.92103
H 1.84694 0.12723 0.92483
H 1.28354 1.12988 -1.88740
H 1.94410 1.36138 -1.64100
*
```

Atomic partial charges in e from the Löwdin method, atoms 1 to 4: number 1, N, carries 0.148; number 2, C, carries -0.187; number 3, C, carries -0.306; number 4, C, carries -0.054

=====

6.
The following is a DFT calculation (ωB97M-V/def2-TZVPD) of one molecule with the formula C6H7N at a distorted geometry.

Output
- Molecular weight: 93.13 g/mol
- Max |F|: 1.2 eV/Å
- ΔE to the lowest compared entry with this formula, charge and spin: 131.8 kcal/mol
- Orbital gap: 8.31 eV
- Electronic energy: -287.37722 Ha

Geometry as ORCA input:
```
! RIJCOSX wB97M-V def2-TZVPD def2/J DEFGRID3
* xyz 0 1
N -0.96724 0.93566 -1.95235
C -0.40711 0.72343 -0.88639
C -0.10497 0.91559 0.55146
C 1.27700 0.26688 0.54302
C 0.85250 -0.95156 -0.26378
C -0.50086 -1.28941 -0.23234
C -1.05532 -0.29064 0.81810
H -0.24179 1.86854 1.07253
H 2.02413 0.86931 0.01522
H 1.63557 0.05983 1.55674
H 1.60596 -1.57539 -0.76245
H -1.04416 0.01392 -2.38991
H -2.10726 -0.04648 0.64094
H -0.93753 -0.67127 1.83660
*
```

Atomic partial charges in e from the Löwdin method, atoms 1 to 4: number 1, N, carries 0.202; number 2, C, carries -0.148; number 3, C, carries -0.242; number 4, C, carries -0.163

=====

7.
The following is a DFT calculation (ωB97M-V/def2-TZVPD) of a 2-piece molecular cluster, C6H7N overall at a distorted geometry.

Output
- Molecular weight: 93.13 g/mol
- Max |F|: 1.1 eV/Å
- ΔE to the lowest compared entry with this formula, charge and spin: 48.1 kcal/mol
- SMILES string: N#CC1=CC=CC1.[H][H]
- Orbital gap: 9.36 eV
- Electronic energy: -287.51062 Ha

Geometry as ORCA input:
```
! RIJCOSX wB97M-V def2-TZVPD def2/J DEFGRID3
* xyz 0 1
N -0.05779 -2.38381 2.51694
C -0.19357 -1.59889 1.67430
C -0.34515 -0.64694 0.62263
C -0.82632 0.60898 0.73876
C -0.79466 1.25568 -0.57218
C -0.30116 0.39099 -1.47621
C 0.03126 -0.91007 -0.81087
H -1.17465 1.07164 1.65562
H -1.11854 2.27349 -0.75912
H -0.15786 0.57014 -2.53590
H -0.54398 -1.74509 -1.23328
H 1.09277 -1.17095 -0.91919
H 2.23200 0.90186 0.83062
H 2.15766 1.38297 0.26789
*
```

Atomic partial charges in e from the Löwdin method, atoms 1 to 4: number 1, N, carries 0.143; number 2, C, carries -0.184; number 3, C, carries -0.274; number 4, C, carries -0.036

=====

8.
The following is a DFT calculation (ωB97M-V/def2-TZVPD) of one molecule with the formula C6H7N at a distorted geometry.

Output
- Molecular weight: 93.13 g/mol
- Max |F|: 3.2 eV/Å
- ΔE to the lowest compared entry with this formula, charge and spin: 76.3 kcal/mol
- SMILES string: C#C[C@@H](C)CC#N
- Orbital gap: 11.00 eV
- Electronic energy: -287.46567 Ha

Geometry as ORCA input:
```
! RIJCOSX wB97M-V def2-TZVPD def2/J DEFGRID3
* xyz 0 1
C -1.53107 2.11877 0.34454
C -1.09740 0.98240 0.25416
C -0.47725 -0.31121 0.19155
C -0.73673 -0.98014 -1.14810
C 1.01769 0.08572 0.36002
C 1.57965 -1.05396 1.05402
N 2.29941 -1.79599 1.55738
H -1.36300 3.26440 0.40548
H -0.90655 -0.91252 1.01474
H -0.32963 -0.37243 -1.96366
H -0.25262 -1.95877 -1.14292
H -1.81341 -1.09671 -1.29638
H 1.74545 0.23291 -0.45388
H 1.28130 0.87804 1.07512
*
```

Atomic partial charges in e from the Löwdin method, atoms 1 to 4: number 1, C, carries 0.094; number 2, C, carries -0.166; number 3, C, carries -0.394; number 4, C, carries -0.058

=====

9.
The following is a DFT calculation (ωB97M-V/def2-TZVPD) of one molecule with the formula C6H7N at a distorted geometry.

Output
- Molecular weight: 93.13 g/mol
- Max |F|: 2.3 eV/Å
- ΔE to the lowest compared entry with this formula, charge and spin: 139.5 kcal/mol
- SMILES string: C[C@@]12[C@@H]3[C@H]4[C@@H]3N1[C@H]42
- Orbital gap: 9.74 eV
- Electronic energy: -287.36496 Ha

Geometry as ORCA input:
```
! RIJCOSX wB97M-V def2-TZVPD def2/J DEFGRID3
* xyz 0 1
C -0.91717 -1.60361 -0.79810
C -0.25895 -0.43315 -0.15852
C 1.06002 0.33931 -0.45359
C 1.09434 0.78847 0.99749
C 0.32991 1.57093 -0.01691
N -0.94347 0.81386 0.12422
C -0.18354 -0.02986 1.27399
H -0.26198 -2.48014 -0.78765
H -1.16804 -1.35617 -1.83240
H -1.83760 -1.84950 -0.25878
H 1.81597 0.24622 -1.21865
H 1.95508 1.05688 1.59988
H 0.36780 2.61775 -0.27653
H -1.05237 0.31901 1.80554
*
```

Atomic partial charges in e from the Löwdin method, atoms 1 to 4: number 1, C, carries -0.011; number 2, C, carries -0.420; number 3, C, carries -0.069; number 4, C, carries -0.110

=====

10.
The following is a DFT calculation (ωB97M-V/def2-TZVPD) of one molecule with the formula C6H7N at a distorted geometry.

Output
- Molecular weight: 93.13 g/mol
- Max |F|: 4.4 eV/Å
- ΔE to the lowest compared entry with this formula, charge and spin: 114.0 kcal/mol
- SMILES string: Cc1c[nH]c2c1C2
- Orbital gap: 8.86 eV
- Electronic energy: -287.40549 Ha

Geometry as ORCA input:
```
! RIJCOSX wB97M-V def2-TZVPD def2/J DEFGRID3
* xyz 0 1
C -0.53388 2.06842 0.02332
C -0.14697 0.60037 -0.14529
C 0.67728 0.19568 -1.22233
N 1.03629 -1.10121 -0.92479
C 0.19416 -1.56017 -0.01586
C -0.70560 -0.57100 0.49474
C -0.39410 -1.80794 1.34945
H -0.93290 2.43656 -1.02564
H -1.31891 2.28932 0.78704
H 0.38040 2.59771 0.33646
H 1.10832 0.94027 -1.92334
H 1.64771 -1.59551 -1.56113
H 0.22753 -2.01562 2.27492
H -1.23931 -2.47688 1.55243
*
```

Atomic partial charges in e from the Löwdin method, atoms 1 to 4: number 1, C, carries -0.085; number 2, C, carries -0.277; number 3, C, carries -0.077; number 4, N, carries 0.045